348
Properties=species:S:1:pos:R:3:forces:R:3:mulliken_charge:R:1 method="wB97M-V/def2-TZVPD" max_force_ev_per_a=4.08 homo_energy_ev=-7.829 e_tot_ev=-156755.242
C -0.385638 -5.581008 7.391587 -1.00 0.22 -0.70 -1.3573
C 0.591242 -6.317878 6.466777 0.18 0.10 1.72 0.8185
C 1.539672 -5.422118 5.702697 -0.53 0.83 -0.40 -0.8907
O 0.812342 -4.559968 4.828877 0.87 0.92 -0.23 0.3934
C 1.597352 -3.567368 4.144207 -0.34 0.06 -1.34 -1.2057
N 1.451912 -7.170438 7.310797 -0.09 -0.47 -0.87 -0.7964
H -0.853528 -4.773078 6.829067 0.17 0.37 0.10 0.2110
H -0.015898 -5.210018 8.347497 0.60 0.05 -0.31 0.3653
H -1.248188 -6.182848 7.677777 0.20 -0.53 -0.14 0.3911
H 0.024942 -6.966188 5.798127 0.01 0.00 -0.09 0.1952
H 2.231682 -5.993728 5.084247 0.20 -0.37 0.07 0.4107
H 2.114572 -4.845928 6.427667 0.13 0.27 0.06 0.1255
H 1.459592 -3.699548 3.071057 -0.36 -0.28 -0.29 0.4881
H 2.686662 -3.551998 4.179877 0.09 -0.63 1.04 0.2507
H 1.267752 -2.538388 4.287927 -0.26 -0.06 0.79 0.2912
H 2.031262 -6.593798 7.904047 -0.14 0.36 0.38 0.3286
H 2.118552 -7.508948 6.631757 0.43 -0.84 0.15 0.2942
C -0.537778 6.560562 -2.042793 0.62 0.61 0.04 -0.9391
C -0.589018 6.596772 -0.532973 -0.37 -1.49 1.55 0.6633
C -1.906038 5.987202 0.065977 0.21 -0.80 -0.29 -0.5252
O -1.782788 5.610042 1.451837 0.69 1.89 -0.57 -0.2316
C -2.949308 5.030942 1.990537 1.10 -0.50 -0.55 -0.5703
N 0.527522 5.765522 -0.002923 -0.25 0.36 -0.27 0.2170
H 0.405812 7.043752 -2.296303 0.09 0.09 -0.26 -0.0242
H -1.313518 7.113112 -2.572903 -0.19 -0.14 0.18 0.6049
H -0.442018 5.549352 -2.438273 -0.36 -0.12 0.10 -0.2079
H -0.370428 7.569512 -0.092403 -0.48 0.35 -0.33 0.5238
H -2.087488 5.055902 -0.470543 0.14 -0.44 -0.42 -0.1639
H -2.823728 6.540852 -0.132543 0.02 0.70 0.31 0.6670
H -2.856168 5.052792 3.076337 -0.31 0.29 -0.06 0.1709
H -2.853228 3.989422 1.683787 -0.95 -0.40 0.01 -0.0201
H -3.823758 5.535042 1.579067 -0.33 -0.19 0.37 0.5351
H 0.197282 5.487542 0.910187 0.46 -0.17 0.45 -0.3452
H 0.606242 4.904622 -0.525163 -0.03 -0.12 -0.25 -0.4105
C 6.403202 2.706682 0.301307 0.83 -0.06 0.22 -1.6072
C 5.165912 2.569692 1.155857 0.24 -0.59 1.01 1.4999
C 4.901612 1.122592 1.651227 0.03 -0.23 -0.77 -0.6609
O 3.801232 1.061982 2.591307 0.29 0.83 -2.34 0.0031
C 3.765602 -0.104268 3.334067 -0.33 -0.02 1.19 -0.5126
N 5.389082 3.357612 2.341387 0.02 1.40 0.24 -0.6006
H 6.595022 3.766042 0.130847 -0.22 0.01 -0.05 0.3566
H 6.398152 2.209562 -0.668723 -0.19 -0.23 0.12 0.1350
H 7.250942 2.368752 0.897317 0.31 -0.28 -0.19 0.4949
H 4.407172 3.047932 0.536427 -0.83 -0.49 0.46 -0.4638
H 5.762782 0.639452 2.112807 0.62 0.84 0.73 0.6338
H 4.884862 0.447912 0.795297 -1.43 -0.33 -0.44 -0.0933
H 3.605182 -1.023118 2.770067 0.39 -0.09 -0.31 -0.0145
H 2.913232 -0.017978 4.007947 -0.11 0.05 0.04 -0.2359
H 4.650222 -0.099178 3.970867 0.30 -0.68 0.01 0.5570
H 6.195602 3.027872 2.852167 0.05 -0.06 0.06 0.3061
H 4.598162 3.390972 2.968637 -0.08 -0.13 -0.07 0.0702
C 4.545522 5.990262 -0.384983 0.81 -0.04 -1.14 -0.9039
C 4.148712 7.309312 -1.090143 -1.08 -1.82 -0.29 0.1265
C 3.720652 7.178952 -2.623803 0.41 0.71 1.31 0.5039
O 3.294112 8.478582 -3.045893 0.58 -0.51 1.54 -0.4603
C 2.599912 8.594872 -4.227513 0.44 1.20 -1.16 -0.7330
N 2.990132 7.765982 -0.338883 0.53 1.60 -0.49 -0.8176
H 4.499642 6.065362 0.701457 -0.02 0.30 -0.13 0.3892
H 5.569972 5.756532 -0.674793 0.18 -0.25 0.13 0.4317
H 3.946262 5.128082 -0.677623 -0.34 0.07 -0.13 -0.3053
H 5.011962 7.972032 -1.029303 -0.30 0.43 0.12 0.4174
H 2.860702 6.511902 -2.684013 0.22 -0.38 -0.08 -0.5792
H 4.571722 6.897962 -3.244133 -0.05 -0.48 -0.20 0.5547
H 3.083812 8.116632 -5.079113 0.08 -0.62 -0.03 0.3271
H 2.739182 9.652322 -4.452223 -0.55 0.21 -0.24 0.3353
H 1.533662 8.368572 -4.227853 -0.09 -0.36 0.37 0.1713
H 2.715992 8.562862 -0.895593 -0.62 0.63 0.34 0.3903
H 2.228412 7.111272 -0.444913 -0.14 -0.58 0.25 0.1474
C 0.929832 -2.314758 8.359257 0.06 -1.25 -0.88 -1.3033
C 2.123792 -1.431698 8.700027 -2.31 -0.15 1.09 0.3029
C 3.224642 -1.362958 7.688547 0.70 -1.20 0.34 -0.3643
O 3.650422 -2.707828 7.525717 0.70 -0.42 -1.30 -0.3266
C 4.666912 -2.958568 6.540647 -0.80 -0.94 0.12 -0.6702
N 1.560782 -0.104078 8.857997 0.95 1.34 -0.03 -0.4481
H 0.498192 -2.148388 7.372297 0.21 0.50 -0.24 -0.0983
H 0.084152 -2.210358 9.038977 0.25 0.27 0.34 0.5239
H 1.164562 -3.378868 8.333277 0.30 0.04 0.23 0.2413
H 2.454322 -1.738658 9.692307 0.68 -0.54 -0.12 0.3430
H 4.135212 -0.892688 8.059757 -0.29 1.03 0.09 0.5076
H 2.828002 -0.879958 6.795527 0.18 -0.07 -0.37 0.0685
H 5.661532 -2.523928 6.640267 -0.14 0.56 0.70 0.3971
H 4.343712 -2.761318 5.518527 -0.33 0.37 -0.06 0.0695
H 4.800222 -4.039158 6.592057 0.14 -0.04 0.00 0.3023
H 0.808922 -0.049158 9.530147 -0.25 -0.46 0.00 0.2232
H 2.324532 0.361872 9.326707 -0.03 1.03 0.02 0.2919
C 8.980772 -1.883728 -4.574383 -0.72 -0.94 -1.89 -1.5399
C 8.730032 -0.889148 -3.529093 1.41 0.74 1.35 0.5384
C 7.296222 -0.624518 -3.104143 1.12 -1.45 0.45 0.4020
O 6.587042 -0.060418 -4.135593 -0.67 1.34 -0.06 -0.4969
C 5.256852 0.271332 -3.758863 -0.48 -0.58 -1.61 -0.1430
N 9.510592 -1.437068 -2.377283 -0.23 0.65 0.42 -0.7398
H 8.453912 -1.647938 -5.498993 -0.20 -0.01 -0.03 0.3160
H 8.656492 -2.868378 -4.237633 0.06 -0.13 -0.04 0.3676
H 10.030692 -1.929008 -4.863753 0.11 -0.02 0.25 0.4568
H 9.141872 0.061142 -3.868863 0.05 0.35 0.00 0.2362
H 7.338152 -0.012058 -2.203453 -0.23 0.30 0.18 -0.0803
H 6.883282 -1.598678 -2.842263 -0.38 -0.27 0.34 -0.2387
H 5.069172 0.866572 -2.865243 0.65 -0.06 0.28 0.1803
H 4.677392 -0.651798 -3.746443 -0.18 -0.21 0.58 0.1244
H 4.832382 0.805312 -4.609033 0.11 0.30 0.03 0.1682
H 9.688522 -0.745658 -1.662873 -0.56 0.38 0.34 0.2225
H 10.462662 -1.609578 -2.666963 0.05 -0.42 -0.51 0.2658
O -0.915048 -6.039768 3.054527 -0.29 -0.16 -0.41 -0.5964
H -0.033058 -5.836258 3.365827 0.36 0.42 0.33 0.0937
H -1.080428 -6.929368 3.366757 -0.23 -0.31 0.00 0.2204
O -1.884398 -3.427878 3.658027 -0.40 0.67 -0.09 -0.1070
H -1.009688 -3.229648 3.992427 0.17 -0.05 0.17 -0.0328
H -1.840178 -4.348978 3.401427 0.16 -0.51 0.02 0.2321
C -1.614888 4.312272 -6.959243 -0.53 0.87 0.87 -1.7020
C -1.043568 3.791632 -5.613683 -0.16 -1.25 0.34 1.2198
C -0.796988 2.263112 -5.637833 2.05 -0.42 -1.09 -0.3370
C 0.554682 1.861662 -6.353583 -0.99 0.48 -0.11 -0.4852
C 1.759722 2.520812 -5.702123 -1.02 -0.38 0.44 -0.6815
C 1.548142 4.077522 -5.630963 1.87 -1.85 0.00 1.5626
N 0.187432 4.455272 -5.195493 0.91 -1.88 0.95 1.7321
O 0.035132 5.814852 -4.996553 0.10 0.33 -0.33 -0.3713
C 2.608642 4.660472 -4.666443 -1.35 0.25 -0.15 -1.4227
C 1.927402 4.509642 -7.026633 -0.89 0.84 -1.12 -2.0880
C -2.072978 3.973932 -4.480053 -0.96 1.10 -0.31 -0.7556
H -1.566618 5.400122 -6.910553 0.61 0.33 -0.41 0.3905
H -2.704228 4.275852 -6.969813 -0.10 -0.91 -0.15 0.4264
H -1.193128 3.946342 -7.895353 0.10 -0.08 0.27 0.2770
H -0.645648 1.872412 -4.631573 -0.65 0.09 0.21 -0.5725
H -1.634328 1.807562 -6.166453 -0.10 -0.20 0.31 0.5651
H 0.496462 2.184652 -7.393003 0.02 0.29 -0.17 0.3671
H 0.742732 0.796322 -6.486973 -0.46 -0.21 0.57 -0.2632
H 2.601122 2.141552 -6.282043 0.41 1.09 -0.44 0.5857
H 2.047732 2.075352 -4.749903 -0.80 0.14 0.65 -0.5730
H 2.246492 4.641482 -3.638543 -0.04 -0.17 0.04 0.2408
H 3.547632 4.108952 -4.713533 0.05 0.26 -0.28 0.3084
H 2.670772 5.707702 -4.962323 0.69 0.02 0.33 0.0421
H 2.809692 4.071032 -7.492763 0.41 0.10 0.74 0.3758
H 1.154722 4.172812 -7.717723 -0.29 0.42 -0.12 0.4553
H 2.008822 5.596582 -7.032513 -0.01 0.13 -0.48 0.3609
H -3.101278 3.739822 -4.755523 0.09 -0.71 -0.52 -0.4295
H -2.227758 5.029912 -4.258553 0.56 0.22 0.32 0.7881
H -1.881548 3.420902 -3.560483 0.46 0.10 -0.11 -0.3049
H -0.160908 6.129022 -5.882263 -0.02 0.81 -0.33 0.2611
C -3.468478 -3.931078 0.129967 -1.53 0.34 0.05 -1.4936
C -4.313408 -5.223348 -0.283113 1.81 0.50 -1.19 2.1386
C -4.791978 -5.090878 -1.754553 1.15 0.64 -1.55 -1.9328
C -3.723518 -5.403908 -2.821003 -1.05 -0.45 -0.17 0.5879
C -3.237888 -6.811068 -2.577773 1.91 0.86 1.03 -1.5474
C -2.552978 -6.945968 -1.124183 -0.32 0.19 -1.12 1.7660
N -3.488208 -6.453388 -0.099223 -1.42 -0.15 -0.67 0.2650
O -3.171998 -6.725448 1.270677 -0.23 0.14 -1.31 -0.4949
C -2.448008 -8.456658 -0.919993 0.79 0.38 1.70 -2.1148
C -1.141948 -6.201208 -1.078883 -1.02 -0.20 -0.49 -0.9196
C -5.604128 -5.370538 0.426287 -1.26 0.33 2.19 -2.3344
H -4.010128 -3.039838 -0.186893 -0.41 0.07 -0.17 0.4437
H -2.483038 -3.735278 -0.292723 0.13 -0.90 -0.13 0.0841
H -3.427748 -3.774128 1.207837 0.25 -0.45 0.20 0.5111
H -5.697218 -5.639828 -2.013983 0.25 -0.93 0.51 0.5027
H -5.175968 -4.108948 -2.031103 0.29 0.66 0.89 0.4452
H -2.920478 -4.679208 -2.955323 0.15 0.09 0.72 -0.4795
H -4.209678 -5.367368 -3.795903 -0.23 -0.06 -0.18 0.5764
H -2.399668 -7.006778 -3.246503 0.07 -0.26 -0.22 0.4828
H -4.005328 -7.550228 -2.807493 -0.08 -0.02 0.56 0.3641
H -1.800448 -8.998228 -1.609533 -0.43 0.15 -0.42 0.3688
H -1.972698 -8.590108 0.051787 0.17 -0.19 0.20 0.4002
H -3.452458 -8.844638 -0.750723 0.06 -0.24 -0.63 0.4931
H -0.925738 -5.927218 -0.046273 0.38 -0.36 0.03 -0.0046
H -0.339688 -6.743088 -1.579723 0.06 -0.59 0.52 0.5501
H -1.101488 -5.268778 -1.641933 -0.66 0.29 -0.01 -0.2059
H -5.505558 -5.409528 1.511117 0.25 -0.21 0.13 0.3341
H -6.184438 -6.245398 0.133097 0.41 -0.16 -0.19 0.4788
H -6.277508 -4.525528 0.282707 0.18 0.31 -0.37 0.3741
H -2.522168 -6.071548 1.538517 0.46 0.34 0.15 0.4058
C 2.305102 4.594342 3.945107 -0.06 -0.86 0.33 -1.0401
C 0.988552 4.857842 4.699977 -1.88 -0.49 -0.57 1.1612
C -0.146848 3.846732 4.318407 0.71 -1.27 -0.86 -0.1275
C 0.013322 2.463212 4.924187 0.62 0.13 1.48 1.9777
C 0.061542 2.626262 6.497057 -0.21 -0.71 -2.75 -1.4505
C 1.121382 3.612602 6.940017 0.01 1.20 0.32 1.9977
N 1.060142 4.857092 6.149187 -1.68 -1.28 -0.88 0.5847
O 1.836112 5.860172 6.691717 0.72 0.55 0.16 -0.5191
C 0.610762 4.062542 8.309177 1.18 -0.22 1.08 -2.3016
C 2.554682 3.008252 7.004827 -0.70 0.50 -0.24 -1.2112
C 0.470812 6.173202 4.168827 0.03 1.76 -0.32 -1.6241
H 3.170782 5.074452 4.401387 -0.20 0.47 0.02 0.3733
H 2.201952 4.887882 2.900457 0.16 -0.01 0.04 0.6153
H 2.539092 3.530912 3.994977 -0.05 -0.25 -0.23 -0.3400
H -1.179488 4.159102 4.473927 0.15 0.72 0.62 0.2699
H -0.122138 3.708162 3.237527 0.26 0.20 -0.32 -0.7747
H 0.929192 1.990452 4.569537 0.33 0.09 0.02 -1.3744
H -0.761378 1.757642 4.623987 -0.36 0.21 0.03 -0.0300
H 0.204112 1.643462 6.946357 0.11 0.13 0.30 0.2760
H -0.931048 2.997072 6.752717 0.06 0.11 0.41 0.4909
H 0.456432 3.178592 8.927977 -0.02 -0.01 0.20 0.3188
H 1.375552 4.678732 8.781947 0.01 -0.04 0.27 0.6090
H -0.309248 4.647032 8.314737 -0.07 -0.18 -0.51 0.4185
H 2.499172 2.177262 7.708017 0.49 -0.15 -0.23 0.1066
H 2.905172 2.746082 6.006567 -0.38 -0.74 -0.05 -0.0790
H 3.318612 3.740112 7.267337 -0.32 0.21 0.67 0.4540
H 0.329042 6.212552 3.088807 1.37 -0.40 -0.41 0.0408
H 1.171142 6.918552 4.545777 -0.07 0.48 -0.59 0.4914
H -0.536548 6.574342 4.280257 -0.43 -0.63 1.73 0.3427
H 1.165442 6.361572 7.161177 0.24 0.47 0.14 0.3713
C -1.465038 1.418082 1.422677 0.19 1.25 0.94 -0.5574
C -0.391378 0.310892 1.292897 -1.56 -1.84 0.55 3.3218
C -1.164968 -0.841028 0.569397 -0.23 0.02 0.40 -1.7385
C -1.307098 -0.662108 -0.888733 -0.18 0.04 -1.43 -0.2654
C 0.052912 -0.404578 -1.520453 -1.65 0.85 1.20 -0.3518
C 0.675132 0.884312 -0.860073 -0.17 1.00 -2.71 3.0653
N 0.777862 0.749762 0.574557 -0.19 -2.80 -1.83 0.0737
O 1.393592 1.821712 1.136647 0.31 1.42 0.66 1.5627
C 2.066282 1.060242 -1.546613 0.94 -0.01 1.56 -2.2834
C -0.134448 2.204342 -1.316393 -0.15 -0.52 -0.46 1.0248
C 0.084392 -0.369688 2.633157 -0.72 1.71 0.64 0.8506
H -2.214548 1.551722 0.642637 0.40 -0.62 -0.67 -0.5132
H -0.970148 2.387782 1.476207 0.09 0.15 0.22 -0.6228
H -2.115138 1.356092 2.295387 0.35 -0.36 0.49 0.2809
H -0.764078 -1.837498 0.754977 0.37 0.04 0.21 0.3316
H -2.189508 -0.852918 0.941257 0.10 -0.09 0.69 0.1750
H -2.040898 0.094592 -1.166303 0.02 0.35 0.16 -1.2060
H -1.698468 -1.568498 -1.350683 -0.19 -0.28 0.09 0.5944
H -0.180098 -0.285838 -2.578623 0.86 0.20 -0.22 0.5136
H 0.523552 -1.361758 -1.295943 1.13 0.41 -0.30 -0.5590
H 2.568322 1.970902 -1.219863 -0.30 0.46 -0.06 0.0813
H 2.766132 0.314982 -1.168603 -0.10 -0.59 0.03 0.4079
H 2.151372 1.028582 -2.632823 -0.79 -0.05 -0.02 -0.0362
H -1.220198 2.142022 -1.389713 -0.16 -0.60 0.20 -1.0931
H -0.001498 3.113362 -0.729793 0.54 -0.42 0.44 -0.8301
H 0.165062 2.475232 -2.328823 0.26 -0.07 -0.15 0.0845
H 0.776182 0.281702 3.167207 0.52 -0.08 -0.32 -1.1643
H 0.450762 -1.394828 2.578807 0.18 0.23 -0.65 -0.2428
H -0.716998 -0.387988 3.371767 -0.58 -0.22 -0.23 -0.4856
H 2.223112 1.432352 1.422807 0.54 0.34 0.59 -0.4377
C -4.276048 -0.549508 7.648417 -0.30 1.43 -0.16 -1.7626
C -3.656208 -0.240188 6.246997 0.55 -1.44 -0.39 1.6295
C -4.154568 -1.262698 5.198477 -0.99 -0.74 0.92 -1.1997
C -5.642728 -1.027658 4.761597 2.41 -0.10 -0.78 -1.0561
C -5.564068 0.316962 4.092377 -1.49 1.00 0.42 -0.5833
C -5.202588 1.455972 5.057717 0.21 0.28 -0.15 1.5666
N -3.895608 1.119862 5.682417 -0.17 -1.97 -1.25 1.1560
O -3.490448 2.096672 6.540087 0.06 1.23 1.83 -0.6612
C -4.898448 2.700072 4.152427 -0.69 0.22 1.60 -1.6044
C -6.366708 1.735702 6.059827 -0.02 -0.17 -0.33 -1.8334
C -2.127168 -0.495618 6.434457 0.26 0.84 -0.35 -1.5787
H -3.915218 0.272402 8.266777 -0.31 0.15 0.30 0.4455
H -4.005078 -1.447318 8.203937 0.45 -0.30 -0.74 0.3296
H -5.365608 -0.523698 7.631257 0.00 0.09 -0.02 0.3225
H -3.473278 -1.333528 4.350567 -0.21 0.40 -0.27 0.0468
H -4.054318 -2.242488 5.665437 0.00 -0.13 0.16 0.5251
H -6.378858 -1.066868 5.564507 0.21 0.09 0.09 0.4163
H -5.927388 -1.746498 3.993267 -0.01 -0.32 0.19 0.4773
H -6.563728 0.520792 3.708637 -0.15 0.47 -0.21 0.3948
H -4.899218 0.412772 3.233947 0.24 -0.68 0.06 -0.1862
H -5.780648 3.182692 3.731817 -0.30 -0.68 -0.52 0.5189
H -4.608958 3.503532 4.829727 0.78 0.03 -0.04 0.5544
H -4.137718 2.457052 3.410577 -0.06 0.17 0.07 -0.2849
H -6.224098 2.570272 6.746307 0.28 0.25 -0.37 0.3763
H -7.264488 1.888792 5.460947 -0.08 0.38 -0.01 0.4523
H -6.642888 0.915002 6.721847 0.42 -0.35 -0.20 0.3111
H -1.748818 0.098422 7.266357 -0.04 -0.25 0.34 0.5029
H -1.473818 -0.192908 5.616157 -0.46 0.41 -0.57 -0.1201
H -1.831448 -1.540548 6.528027 -0.63 -0.20 0.53 0.5468
H -2.788318 2.598292 6.119397 0.16 -0.15 -0.31 0.1930
C 4.481312 -6.830188 -2.670093 0.06 -0.91 1.38 -1.6893
C 4.686552 -5.322118 -2.800383 -0.04 -0.28 -1.37 1.4332
C 3.641702 -4.701958 -3.757693 -0.61 0.89 0.26 -1.4320
C 2.248312 -4.537798 -3.144263 1.76 -1.45 -0.22 -0.9273
C 2.281842 -3.713938 -1.892683 0.97 -1.34 0.49 0.4714
C 3.363322 -4.280298 -0.819843 -1.02 -0.27 -0.34 1.6391
N 4.652922 -4.663308 -1.503983 -2.69 2.44 -1.86 1.1402
O 5.615372 -5.109358 -0.677573 1.29 -0.93 1.64 -0.5649
C 3.625892 -3.180158 0.173967 1.66 1.16 0.01 -2.4773
C 2.746472 -5.417498 0.022737 -0.21 -0.29 -0.82 -1.7001
C 6.047152 -5.058058 -3.513703 -0.68 -0.89 0.60 -2.0641
H 3.676632 -7.065768 -1.973593 -0.82 0.13 -0.68 0.2796
H 5.234052 -7.302588 -2.038973 0.89 0.34 -0.28 0.3907
H 4.436022 -7.448448 -3.566643 -0.23 0.41 -0.19 0.3866
H 3.940142 -3.699698 -4.065133 0.56 0.00 -0.25 0.2298
H 3.525072 -5.347838 -4.627943 0.38 0.08 -0.15 0.5271
H 2.140982 -5.594618 -2.899873 -1.51 -0.10 0.26 0.0329
H 1.527222 -4.167738 -3.873073 -0.08 -0.21 0.04 0.2181
H 1.263682 -3.851408 -1.528603 0.08 0.61 0.85 -0.0687
H 2.489842 -2.681258 -2.172723 0.03 0.17 0.39 0.2406
H 4.107402 -2.360058 -0.358663 -0.06 0.33 -0.11 0.5984
H 2.807912 -2.740368 0.744567 -0.47 -0.42 -0.33 0.1301
H 4.385762 -3.483748 0.894067 -0.04 -0.28 0.19 0.5168
H 2.484592 -6.258868 -0.618833 -0.29 -0.05 0.14 0.2764
H 3.402532 -5.806568 0.801397 0.25 0.24 -0.08 0.3096
H 1.845752 -5.025858 0.495407 -0.12 -0.14 0.04 0.3120
H 6.835002 -5.542098 -2.936563 0.34 0.75 0.29 0.5120
H 6.109482 -3.989438 -3.719303 0.62 -0.11 0.17 0.3352
H 6.102532 -5.630628 -4.439553 -0.41 0.23 -0.30 0.4234
H 6.312962 -4.456418 -0.770503 0.30 0.04 0.24 0.3720
C -2.271378 -1.626888 -5.123203 0.39 -1.15 -1.89 -1.8293
C -1.424838 -2.580968 -6.134843 0.86 1.00 1.08 2.3730
C -1.610518 -4.072898 -5.636883 0.16 1.02 -0.58 -0.5769
C -1.131108 -5.088718 -6.648953 0.47 -0.18 -0.73 -0.9714
C -1.708988 -4.849088 -8.033213 -1.07 -0.42 1.11 -1.1404
C -1.554388 -3.459848 -8.561813 2.36 1.86 -1.97 1.1472
N -1.912108 -2.415718 -7.519353 -1.49 -3.38 -0.23 0.5335
O -1.995838 -1.123418 -8.022443 0.71 0.32 0.17 -0.4583
C -0.033978 -3.344548 -9.106053 -0.60 -0.25 0.90 -1.6128
C -2.439168 -3.367508 -9.837503 -0.96 0.50 1.29 -1.8784
C 0.074362 -2.088068 -6.060963 -1.32 -0.15 0.73 -1.1785
H -2.050998 -0.610898 -5.450763 -0.45 0.14 0.16 0.1176
H -2.090818 -1.706658 -4.051223 0.68 -0.35 -0.13 0.0723
H -3.312328 -1.925238 -5.247733 -0.24 0.47 -0.19 0.6374
H -1.045348 -4.264538 -4.724773 0.07 0.53 0.24 0.1780
H -2.661838 -4.156418 -5.361473 -0.14 -0.36 -0.28 0.2050
H -1.301678 -6.128808 -6.371083 -0.36 0.04 0.31 0.4889
H -0.045268 -5.047928 -6.734933 0.27 0.24 0.16 0.2483
H -2.784868 -4.997928 -7.941393 -0.30 -0.25 -0.06 0.3162
H -1.346408 -5.589128 -8.746633 0.11 0.17 -0.08 0.4867
H 0.628852 -3.518788 -8.258463 0.22 0.05 -0.12 0.3623
H 0.158602 -4.132738 -9.833903 -0.22 -0.22 0.04 0.4294
H 0.292352 -2.434608 -9.609653 -0.54 0.36 0.28 0.3159
H -2.312318 -2.468828 -10.441153 0.32 -0.10 0.09 0.3404
H -2.419388 -4.265528 -10.454963 0.54 0.04 0.05 0.3550
H -3.455148 -3.338298 -9.443763 -0.37 0.12 -0.16 0.4965
H 0.306352 -1.396218 -6.870663 0.02 -0.32 -0.15 0.3357
H 0.746152 -2.945118 -6.013503 0.27 0.29 -0.03 0.1457
H 0.080522 -1.488698 -5.150563 0.80 -0.18 0.22 -0.1539
H -2.920558 -0.909138 -7.879003 -0.13 0.19 -0.13 0.3318
C -6.220758 2.888192 -4.556883 -0.01 0.23 -0.02 -2.0564
C -5.715048 2.394142 -3.173003 0.61 0.58 -0.33 1.5694
C -5.165848 3.700302 -2.453923 0.91 -0.98 0.83 -0.3218
C -4.859248 3.403862 -0.988823 -0.66 0.26 0.45 0.9945
C -6.076888 2.927502 -0.267833 -0.76 -1.09 0.19 -1.7144
C -6.815978 1.693632 -0.904833 1.74 0.75 -0.14 1.9359
N -6.868248 1.933232 -2.373473 0.75 2.36 0.99 0.4334
O -7.672748 1.050922 -3.047413 -0.38 -1.11 -0.51 -0.4904
C -6.054848 0.363462 -0.650683 -0.25 -0.51 0.45 -1.5926
C -8.217588 1.688982 -0.317833 -0.28 -1.91 -0.13 -1.9918
C -4.569028 1.311312 -3.496903 -1.29 -0.43 0.18 -1.4639
H -6.941138 3.704572 -4.505073 0.19 0.35 0.48 0.5284
H -6.732778 2.208732 -5.238253 0.38 -0.76 0.35 0.4374
H -5.322118 3.235412 -5.066793 -0.13 0.21 -0.20 0.2674
H -4.186098 4.060962 -2.767163 -0.14 -0.24 -1.16 -0.4636
H -5.853798 4.541942 -2.534413 -0.28 -0.23 -0.06 0.5749
H -4.569298 4.269842 -0.393753 0.38 0.46 -0.54 0.1087
H -4.037188 2.701962 -0.848663 0.11 -0.28 -0.34 -0.5983
H -6.826978 3.711842 -0.166433 0.02 0.29 -0.39 0.5151
H -5.783208 2.745322 0.765927 -0.18 -0.62 0.20 0.1628
H -6.201018 -0.029328 0.355527 -0.10 0.22 0.26 0.4559
H -6.374638 -0.449388 -1.302683 -0.49 0.17 -0.23 0.4936
H -4.975988 0.360962 -0.806063 0.11 0.71 -0.01 -0.1319
H -8.243848 1.409672 0.735447 0.52 0.40 0.25 0.2841
H -8.853878 2.563832 -0.451503 0.36 0.04 -0.36 0.4170
H -8.657828 0.791332 -0.752023 -0.74 0.22 -0.30 0.5092
H -3.565918 1.414532 -3.083133 -0.07 0.60 0.07 -0.1918
H -4.518458 1.155052 -4.574453 0.36 0.42 -0.09 0.4732
H -4.896008 0.321762 -3.177543 -0.22 0.01 0.34 0.5718
H -8.359628 1.624562 -3.394873 -0.30 -0.19 -0.11 0.3644